# 1
Formula: C5H8O
Source: the Open Molecules 2025 dataset
Level of theory: wB97M-V/def2-TZVPD

Geometry as XYZ:
```
14
Properties=species:S:1:pos:R:3:forces:R:3:mulliken_charge:R:1
C 2.544172 -0.311186 0.251491 0.203 -0.246 0.127 -0.710
O 1.977690 0.920978 -0.114518 0.057 0.069 0.050 -0.328
C 0.678117 0.757117 -0.594934 -0.095 0.094 -0.166 -0.194
C -0.329190 0.206237 0.330590 -0.564 -0.174 -0.017 -0.107
C -1.449765 -0.165344 0.580599 0.596 0.284 -0.061 0.132
C -2.877807 -0.322254 0.331144 -0.067 -0.097 -0.159 -0.983
H 2.618542 -0.988709 -0.615216 0.021 0.118 0.137 0.281
H 3.540745 -0.095657 0.638193 -0.079 -0.122 -0.038 0.229
H 1.943882 -0.807577 1.028760 0.124 0.074 -0.093 0.306
H 0.322348 1.745697 -0.904266 0.139 -0.108 0.050 0.271
H 0.663852 0.104005 -1.487379 0.146 0.128 0.145 0.274
H -3.374502 -1.256241 0.595540 0.336 0.021 0.334 0.307
H -3.452327 0.527840 0.720462 0.094 -0.253 -0.249 0.265
H -2.805755 -0.314906 -0.760465 -0.910 0.211 -0.061 0.258
```
Positions in Å, forces in eV/Å.

Summary:
SMILES: CC#CCOC
lowest unoccupied orbital energy: 0.036 Eh
E: -7359.1691 eV
total charge: 0
relative energy (zero: lowest compared OMol25 entry of this formula, charge and spin): 71.2 kcal/mol
HOMO-LUMO gap: 0.387 Eh

***

# 2
Formula: C43H50BrEuN4O11S2Si
Source: the Open Molecules 2025 dataset
Level of theory: wB97M-V/def2-TZVPD

Geometry as XYZ:
```
113
Properties=species:S:1:pos:R:3:forces:R:3:lowdin_spin:R:1
Eu 0.000000 0.000000 0.000000 3.374 -2.759 -0.945 4.113
C -0.537117 2.049651 -2.382250 7.949 -3.437 -5.994 0.061
C -1.426578 1.577976 -1.260671 -6.190 -3.783 -7.666 0.010
N -1.075459 1.849163 -0.044884 -9.847 0.368 11.012 0.017
N -2.016068 1.456785 0.954434 -2.568 -1.468 1.800 0.062
C -1.899454 0.527846 1.876296 0.588 1.044 -0.709 0.017
S -0.596036 -0.572107 2.332559 -1.322 -0.465 2.488 0.131
S -3.331753 0.478208 2.971879 0.274 -0.029 -0.020 0.005
C -2.813828 1.863744 4.019262 -0.201 0.753 0.671 0.002
C -2.885625 1.529581 5.493495 -0.045 -0.093 0.200 0.000
C -1.866775 0.767996 6.085994 -0.146 0.000 0.152 0.001
C -1.912643 0.450503 7.443791 -0.157 0.154 -0.407 0.000
C -2.980042 0.888471 8.225455 -0.113 0.063 -0.134 0.000
C -4.004582 1.638019 7.647016 0.246 -0.141 -0.186 0.000
C -3.959625 1.955324 6.286811 0.357 -0.257 0.122 0.000
C -2.595507 0.771776 -1.651885 -1.169 -6.337 2.294 0.014
C -3.805213 1.406322 -1.966215 -2.602 -2.361 0.973 0.000
C -4.886895 0.633338 -2.367486 0.105 0.231 0.290 0.007
C -4.737719 -0.748531 -2.448925 1.209 -0.530 0.324 -0.002
C -3.509640 -1.350618 -2.124424 -1.237 -0.607 -0.474 0.006
C -2.383283 -0.617767 -1.712182 -2.792 0.819 -0.542 0.006
O -1.268266 -1.149599 -1.391819 0.818 -0.946 -0.084 0.088
H -0.441432 3.138309 -2.330952 2.829 -2.628 -3.770 0.014
H -0.942713 1.778851 -3.361034 1.285 -0.883 -0.947 0.005
H 0.454555 1.601135 -2.272132 -2.129 4.915 -1.234 0.002
H -3.468135 2.714969 3.798963 0.088 -0.121 0.081 0.000
H -1.796651 2.201296 3.787919 -0.181 -0.394 -0.232 0.001
H -1.041903 0.403102 5.470839 -0.225 0.137 0.080 0.001
H -1.118058 -0.150813 7.875654 -0.091 0.094 0.005 0.000
H -3.018215 0.631928 9.279341 -0.019 0.050 -0.060 0.000
H -4.844892 1.966761 8.250207 0.067 -0.011 -0.034 0.000
H -4.768910 2.525935 5.839564 0.119 -0.016 0.000 0.000
H -3.887500 2.481154 -1.865239 -1.028 -0.509 0.055 0.000
H -5.838265 1.098083 -2.594127 0.004 0.047 -0.038 0.000
H -5.571516 -1.376550 -2.740516 0.007 -0.018 -0.066 0.000
H -3.421751 -2.434959 -2.168074 0.011 0.089 -0.052 0.001
O 2.721312 2.920764 1.766604 0.166 0.716 0.139 0.002
C 1.809777 2.498762 1.071502 1.257 -2.165 0.901 0.002
O 1.587448 1.162001 1.078658 -0.618 2.578 -1.133 0.001
C 1.003428 3.467456 0.267219 0.049 1.331 0.326 0.009
C -0.040527 3.049621 -0.571539 3.871 4.784 2.036 0.010
C -0.791638 3.972256 -1.323673 -0.516 5.088 2.217 -0.003
C -0.481262 5.339886 -1.225966 -1.109 -0.575 -0.314 0.059
C 0.559891 5.789352 -0.395111 0.075 -1.478 0.299 0.012
C 1.293413 4.843458 0.344524 -0.162 -0.317 0.205 0.018
N 0.867747 7.183395 -0.303638 -0.196 -1.413 -0.107 0.003
O 1.752608 7.563645 0.402692 2.476 0.024 2.122 0.009
O 0.243503 7.984332 -0.932501 -2.260 1.341 -2.078 -0.001
N -1.852786 3.525897 -2.173793 -0.338 10.971 4.781 0.355
O -2.115653 2.363669 -2.256308 -7.286 4.324 -0.589 0.079
O -2.488930 4.310208 -2.811536 -3.018 3.525 -3.221 0.322
H -0.278912 2.010718 -0.651754 11.404 1.742 -3.888 0.003
H -1.052645 6.057965 -1.800101 0.067 -0.117 -0.054 0.006
H 2.096193 5.184551 0.986074 0.033 -0.171 -0.108 0.001
C 3.534437 -6.333832 1.848973 -0.052 0.149 -0.266 0.000
C 2.956442 -4.903564 1.857285 -0.194 0.445 -0.503 0.000
C 1.509657 -4.952634 2.409273 0.081 0.151 -0.279 0.000
C 3.784674 -4.039774 2.835331 -0.012 0.059 -0.330 0.000
Si 2.985998 -4.084616 -0.029187 1.077 -1.253 -0.217 0.013
Br 1.655760 -2.280909 0.020382 1.364 -1.365 -0.053 0.084
C 2.201002 -5.364978 -1.436212 0.044 0.568 0.324 0.000
C 0.921833 -6.043556 -0.896002 0.213 0.178 0.223 0.000
C 3.219300 -6.459546 -1.816842 0.096 0.222 0.224 0.000
C 1.798009 -4.590653 -2.716035 0.076 0.198 0.337 0.000
C 4.863907 -3.425380 -0.552378 -0.613 0.019 0.189 0.007
C 4.911727 -3.064633 -2.054492 -0.311 -0.131 0.140 0.000
C 5.231816 -2.142424 0.234319 -0.328 -0.135 0.001 0.001
C 5.928092 -4.505536 -0.268308 -0.282 -0.038 0.100 0.001
H 3.587961 -6.736053 2.867642 -0.050 0.140 0.037 0.000
H 4.545218 -6.368470 1.433529 -0.033 0.010 0.013 0.000
H 2.912477 -7.021826 1.270297 0.015 0.062 0.000 0.000
H 1.492877 -5.408550 3.406837 0.188 0.002 -0.027 0.000
H 0.839907 -5.542550 1.781129 0.049 0.058 -0.014 0.000
H 1.076979 -3.951745 2.509862 0.076 -0.089 -0.081 0.000
H 3.684450 -4.410676 3.862659 -0.136 -0.098 -0.086 0.000
H 3.455448 -2.994851 2.833786 0.038 -0.114 -0.025 0.000
H 4.851435 -4.065660 2.599303 -0.049 0.043 -0.044 0.000
H 1.139815 -6.726776 -0.071244 0.000 0.050 0.028 0.000
H 0.439918 -6.643441 -1.677522 0.129 0.110 -0.101 0.000
H 0.186535 -5.308601 -0.550909 0.088 -0.049 -0.048 0.000
H 3.570379 -7.018416 -0.945024 -0.001 -0.002 -0.019 0.000
H 4.095446 -6.043924 -2.321387 -0.051 0.024 0.037 0.000
H 2.770115 -7.183394 -2.507374 -0.126 0.100 0.028 0.000
H 1.016139 -3.850518 -2.516192 0.184 0.016 -0.020 0.000
H 1.400136 -5.277598 -3.472956 0.033 -0.162 0.153 0.000
H 2.639997 -4.068921 -3.174380 -0.094 0.041 0.082 0.000
H 4.131584 -2.344746 -2.324801 0.026 -0.086 0.015 0.000
H 4.801590 -3.947307 -2.689556 -0.063 0.028 0.032 0.000
H 5.876165 -2.612276 -2.315464 0.013 -0.004 0.204 0.000
H 4.550433 -1.315476 0.008469 0.033 -0.143 0.037 0.001
H 6.241312 -1.804439 -0.029866 -0.026 -0.149 -0.123 0.000
H 5.222522 -2.294846 1.314912 -0.044 -0.004 -0.051 0.000
H 5.701668 -5.450424 -0.769627 0.003 0.028 0.006 0.000
H 6.026011 -4.710479 0.800936 -0.031 0.014 -0.026 0.000
H 6.914358 -4.179511 -0.619788 -0.089 0.117 -0.046 0.000
O 1.380243 -1.167727 -3.260384 -0.187 2.300 0.497 0.001
C 1.324575 0.080708 -3.028255 1.233 -3.460 -1.546 0.001
O 0.881133 0.622057 -1.966875 6.797 -8.646 1.937 0.000
C 1.832700 1.009036 -4.114884 0.109 1.110 -0.013 0.000
C 1.804547 2.414784 -3.932558 0.397 -0.563 -0.110 0.002
C 2.267872 3.289473 -4.920846 -0.154 -0.310 0.228 0.000
C 2.755002 2.735558 -6.083529 -0.607 0.367 1.318 0.000
O 3.245105 3.427700 -7.148575 0.287 -1.412 -0.748 0.000
C 3.591077 2.342661 -8.032217 0.788 0.286 -1.796 0.000
O 3.308078 1.038656 -7.493078 0.255 1.475 -0.445 0.000
C 2.790668 1.373947 -6.279324 -0.724 -0.741 1.588 0.000
C 2.340276 0.490333 -5.321253 -0.145 -0.011 0.275 0.000
H 1.411028 2.812928 -2.997546 0.404 -0.001 -0.421 0.002
H 2.242242 4.361372 -4.772379 0.016 -0.029 -0.035 0.000
H 4.662431 2.403749 -8.256586 -0.048 -0.017 0.137 0.000
H 3.032717 2.463307 -8.967839 -0.067 -0.017 0.132 0.000
H 2.372393 -0.582675 -5.484729 -0.053 0.138 0.106 0.000
H -0.624104 -1.952308 0.490707 -0.707 -0.641 0.556 0.437
```
Positions in Å, forces in eV/Å.

Summary:
⟨S²⟩: 12.060
lowest unoccupied orbital energy (alpha / beta): 0.128 / 0.128 Eh
E: -192772.7678 eV
total charge: -2
2S+1: 7
HOMO-LUMO gap (alpha / beta): 0.154 / 0.157 Eh

***

# 3
Formula: C19H12Cl3N6O3PtS2
Source: the Open Molecules 2025 dataset
Level of theory: wB97M-V/def2-TZVPD

Geometry as XYZ:
```
46
Properties=species:S:1:pos:R:3:forces:R:3:mulliken_charge:R:1
Pt 0.471350 0.156815 1.050014 -0.380 0.043 -0.027 0.679
C 1.907307 -1.487616 -1.589282 -0.011 0.004 -0.032 -1.293
C 2.849949 -1.054175 -0.513902 0.054 -0.076 0.056 1.058
C 4.239369 -1.229267 -0.745785 0.038 0.008 0.010 -0.642
C 5.140838 -0.980037 0.236253 -0.029 -0.027 -0.012 -0.782
C 4.683690 -0.611634 1.522780 -0.018 0.014 0.010 1.144
C 5.554553 -0.459507 2.623002 0.012 -0.002 0.015 -0.866
C 5.035947 -0.185345 3.859532 -0.006 -0.026 -0.010 -0.532
C 3.651275 -0.051323 4.042022 0.051 0.007 -0.037 -0.628
C 2.770942 -0.159418 2.984942 -0.036 0.027 -0.071 0.574
S 1.048873 -0.008829 3.210971 0.188 -0.005 0.170 -0.519
C 3.298060 -0.432264 1.691492 -0.002 -0.004 0.078 -0.387
N 2.412595 -0.586711 0.639716 -0.046 0.000 -0.013 -0.104
H 2.302477 -2.394285 -2.049387 0.016 0.000 -0.007 0.512
H 1.809717 -0.727383 -2.363619 0.015 -0.056 0.003 0.232
H 0.913208 -1.679390 -1.196162 0.070 -0.038 -0.013 0.137
H 4.551403 -1.572808 -1.722882 -0.002 0.001 0.000 0.409
H 6.203904 -1.105619 0.065762 -0.002 0.011 0.000 0.386
H 6.620169 -0.579206 2.471544 -0.003 0.002 -0.001 0.339
H 5.694286 -0.080026 4.712975 -0.001 0.009 -0.004 0.357
H 3.255438 0.147126 5.030027 -0.009 0.006 -0.003 0.416
S -1.554567 0.885957 1.887614 0.659 -0.276 -0.251 -0.172
C -1.978358 -2.370010 -0.076659 -0.072 -0.052 -0.363 -0.184
N -5.335330 -0.089976 -0.084192 0.274 0.463 0.359 -0.500
C -5.412083 -0.636308 -1.216454 -0.063 -0.459 -0.152 -0.161
C -4.463251 -1.152571 -2.215082 -0.042 0.515 -0.185 -0.199
C -3.240548 -1.674185 -2.172447 0.105 -0.498 -0.123 -0.261
N -2.533735 -2.063467 -1.062559 0.067 0.208 0.564 0.094
H -4.980229 1.152245 2.438140 0.024 0.029 -0.124 0.234
H -6.443896 -0.700021 -1.580739 -0.048 -0.188 0.149 0.366
H -4.873981 -1.112049 -3.217410 0.080 0.224 -0.039 0.327
H -2.758866 -1.933006 -3.106498 0.082 -0.004 0.018 0.375
Cl -3.602561 0.277168 0.546386 -0.392 0.009 -0.532 -0.014
C -3.478735 2.033973 0.050049 -0.228 -0.030 0.121 0.158
Cl -4.670202 2.591765 -1.044858 0.041 -0.159 -0.052 -0.176
Cl -5.437645 1.432790 3.599485 -0.070 0.016 0.147 -0.237
C -2.659755 2.959399 0.711871 0.175 -0.172 0.161 0.607
O -2.682671 4.156250 0.522694 -0.050 0.136 -0.067 -0.692
O -1.677946 2.507096 1.603871 -0.106 0.162 -0.033 -0.265
O 0.061160 0.379266 -1.009181 -0.581 0.240 0.268 -0.266
N -0.706985 1.369435 -1.337838 0.250 0.041 -0.089 -0.246
C -1.020854 1.392520 -2.608016 -0.020 -0.087 -0.014 0.782
C -0.605207 0.348994 -3.504492 0.072 0.079 0.048 0.245
N -0.274237 -0.489834 -4.220346 -0.064 -0.066 -0.001 -0.631
C -1.765558 2.482498 -3.161503 0.030 -0.003 0.087 -0.159
N -2.319327 3.332954 -3.701860 -0.021 -0.026 -0.006 -0.514
```
Positions in Å, forces in eV/Å.

Summary:
lowest unoccupied orbital energy: 0.055 Eh
E: -97459.9141 eV
total charge: -1
relative energy (zero: lowest compared OMol25 entry of this formula, charge and spin): 191.1 kcal/mol
HOMO-LUMO gap: 0.220 Eh

***

Please write out number 1 again, unchanged.
Formula: C5H8O
Source: the Open Molecules 2025 dataset
Level of theory: wB97M-V/def2-TZVPD

Geometry as XYZ:
```
14
Properties=species:S:1:pos:R:3:forces:R:3:mulliken_charge:R:1
C 2.544172 -0.311186 0.251491 0.203 -0.246 0.127 -0.710
O 1.977690 0.920978 -0.114518 0.057 0.069 0.050 -0.328
C 0.678117 0.757117 -0.594934 -0.095 0.094 -0.166 -0.194
C -0.329190 0.206237 0.330590 -0.564 -0.174 -0.017 -0.107
C -1.449765 -0.165344 0.580599 0.596 0.284 -0.061 0.132
C -2.877807 -0.322254 0.331144 -0.067 -0.097 -0.159 -0.983
H 2.618542 -0.988709 -0.615216 0.021 0.118 0.137 0.281
H 3.540745 -0.095657 0.638193 -0.079 -0.122 -0.038 0.229
H 1.943882 -0.807577 1.028760 0.124 0.074 -0.093 0.306
H 0.322348 1.745697 -0.904266 0.139 -0.108 0.050 0.271
H 0.663852 0.104005 -1.487379 0.146 0.128 0.145 0.274
H -3.374502 -1.256241 0.595540 0.336 0.021 0.334 0.307
H -3.452327 0.527840 0.720462 0.094 -0.253 -0.249 0.265
H -2.805755 -0.314906 -0.760465 -0.910 0.211 -0.061 0.258
```
Positions in Å, forces in eV/Å.

Summary:
SMILES: CC#CCOC
lowest unoccupied orbital energy: 0.036 Eh
E: -7359.1691 eV
total charge: 0
relative energy (zero: lowest compared OMol25 entry of this formula, charge and spin): 71.2 kcal/mol
HOMO-LUMO gap: 0.387 Eh

***

Which formula does entry 3 have? C19H12Cl3N6O3PtS2